72
Properties=species:S:1:pos:R:3:lowdin_charge:R:1 method="wB97M-V/def2-TZVPD" total_charge=+1 relative_energy_ev=0.000
Al 0.937 1.475 1.011 0.18
O -0.113 4.018 5.922 0.16
C -0.509 2.769 5.995 -0.49
O -0.940 2.266 6.992 0.15
C -0.391 1.922 4.747 0.00
C -0.840 0.603 4.683 0.06
N -0.492 0.105 3.499 0.07
N 0.153 1.014 2.766 0.06
C 0.218 2.136 3.506 -0.11
C 0.812 3.329 2.835 -0.46
O 0.851 4.410 3.359 0.17
O 1.243 3.044 1.627 0.09
H 0.215 4.327 5.048 0.09
H -1.384 0.058 5.431 0.16
H -0.745 -0.795 3.110 0.18
C 6.088 -4.641 -0.504 -0.03
C 5.474 -4.022 0.760 -0.51
C 6.271 -4.554 1.961 -0.03
C 4.028 -4.522 0.879 -0.03
C 5.595 -2.458 0.667 -0.42
O 6.905 -2.112 0.257 -0.01
C 5.378 -1.678 1.994 -0.09
C 4.088 -1.794 2.824 -0.13
C 4.073 -0.701 3.865 -0.22
C 3.272 0.422 3.706 -0.04
C 3.270 1.451 4.628 -0.09
C 4.077 1.365 5.753 -0.66
Cl 4.033 2.625 6.925 0.72
C 4.898 0.258 5.927 -0.08
C 4.893 -0.758 4.989 -0.02
C 4.725 -1.926 -0.523 -0.01
N 4.052 -0.692 -0.255 -0.07
C 2.779 -0.516 0.058 -0.05
N 2.582 0.768 0.363 0.08
C 3.806 1.341 0.187 -0.09
N 4.692 0.472 -0.185 0.18
H 5.962 -5.720 -0.474 0.10
H 7.150 -4.425 -0.566 0.09
H 5.618 -4.269 -1.409 0.09
H 6.351 -5.635 1.874 0.10
H 5.784 -4.332 2.906 0.08
H 7.285 -4.161 1.988 0.09
H 4.043 -5.554 1.221 0.10
H 3.513 -4.513 -0.079 0.08
H 3.445 -3.950 1.591 0.06
H 7.545 -2.432 0.903 0.10
H 5.540 -0.625 1.748 0.12
H 6.202 -1.956 2.654 0.12
H 4.058 -2.763 3.322 0.11
H 3.195 -1.709 2.202 0.09
H 2.619 0.500 2.837 0.07
H 2.658 2.327 4.477 0.09
H 5.538 0.201 6.794 0.11
H 5.535 -1.612 5.144 0.12
H 3.970 -2.649 -0.818 0.13
H 5.431 -1.756 -1.341 0.16
H 2.006 -1.256 0.020 0.17
H 3.996 2.386 0.331 0.15
Br -2.941 0.810 1.312 0.85
C -2.924 2.114 -0.070 -0.58
C -3.791 3.186 0.021 -0.11
C -3.736 4.173 -0.949 -0.06
C -2.860 4.059 -2.017 -0.05
C -2.032 2.956 -2.125 0.00
C -2.039 1.981 -1.134 -0.18
C -1.020 0.893 -1.170 -0.51
O -0.948 -0.005 -1.952 0.17
O -0.114 1.047 -0.187 0.01
H -4.498 3.248 0.834 0.11
H -4.378 5.033 -0.859 0.11
H -2.828 4.831 -2.768 0.11
H -1.339 2.855 -2.947 0.13

45
Properties=species:S:1:pos:R:3:nbo_charge:R:1 method="wB97M-V/def2-TZVPD" total_charge=+2 energy_ha=-1465.5661
C -2.303 -0.794 1.574 -0.65
C -2.624 1.776 -2.417 -0.81
H -2.784 -1.770 1.530 0.31
H -2.857 -0.399 0.466 0.15
H -3.078 -0.306 2.238 0.30
H -2.397 2.491 -3.180 0.26
H -2.986 0.852 -3.037 0.32
H -3.652 2.083 -2.021 0.26
C 0.024 -2.555 0.163 0.06
C 0.884 -3.634 0.020 -0.20
C 2.040 -3.459 -0.736 -0.13
C 2.284 -2.219 -1.305 -0.19
H -0.889 -2.638 0.732 0.20
H 0.608 -4.574 0.453 0.25
H 2.738 -4.275 -0.914 0.26
H 3.130 -2.039 -1.983 0.24
N 0.231 -1.356 -0.373 -0.49
C 1.364 -1.149 -1.082 0.17
C 1.519 0.193 -1.722 0.21
N 0.440 1.039 -1.753 -0.57
C 0.627 2.227 -2.372 0.09
C 2.903 1.767 -2.968 -0.09
C 1.825 2.633 -2.947 -0.23
H -0.223 2.884 -2.360 0.21
H 1.892 3.609 -3.392 0.26
C 2.748 0.540 -2.325 -0.20
H 3.557 -0.189 -2.284 0.25
H 3.859 1.993 -3.450 0.26
Hf -1.567 0.641 -0.566 2.37
C -1.582 2.924 -0.380 -0.84
H -1.915 3.620 -1.159 0.25
H -0.591 3.260 -0.036 0.29
H -2.227 3.037 0.495 0.27
F 0.045 -1.977 5.653 -0.23
C 0.072 -1.340 4.486 0.33
C 0.832 -0.170 4.345 0.31
F 1.604 0.215 5.369 -0.25
C 0.779 0.562 3.167 0.33
F 1.427 1.739 3.118 -0.26
C -0.147 0.180 2.142 0.30
O -0.276 0.948 1.070 -0.71
C -1.037 -0.888 2.351 -0.16
F -2.133 -0.874 -1.614 -0.64
C -0.765 -1.710 3.436 0.41
F -1.398 -2.899 3.571 -0.28